{
  "formula": "C24H32GdIN2O4P2",
  "method": "wB97M-V/def2-TZVPD",
  "e_tot_ev": -84075.7072,
  "homo_ev": [-12.9, -12.9],
  "total_charge": 2,
  "relative_energy_ev": 1.4282,
  "homo_lumo_gap_ev": [3.2, 3.2],
  "multiplicity": 8,
  "elements": ["C", "C", "H", "H", "H", "O", "I", "Gd", "P", "C", "C", "H", "H", "H", "H", "H", "H", "C", "H", "H", "H", "P", "C", "C", "H", "H", "H", "C", "H", "H", "H", "H", "H", "H", "C", "O", "O", "C", "N", "C", "C", "O", "N", "C", "C", "C", "C", "C", "C", "C", "C", "C", "C", "C", "C", "H", "H", "H", "H", "H", "H", "H", "H", "H", "H", "H"],
  "coordinates": [[-1.00593, -1.66743, -2.42712], [-1.68200, -1.43128, -1.21022], [-1.58131, -2.35937, -3.07862], [-0.00442, -2.11220, -2.23716], [-0.86414, -0.71253, -2.97810], [-2.49998, -1.62943, -0.39410], [2.97605, 0.99526, -1.09255], [0.51366, 0.73869, 0.44391], [-1.38584, 1.93307, -1.26529], [-2.49923, 2.94438, -0.21251], [-0.31290, 3.32230, -1.82908], [-0.90329, 4.06404, -2.38038], [-3.02262, 2.53992, -2.99020], [0.48545, 2.92316, -2.46703], [-1.97368, 1.19476, -3.51699], [-1.94793, 3.42567, 0.60413], [0.16880, 3.80244, -0.94989], [-2.50712, 1.62188, -2.66092], [-2.96472, 3.72953, -0.83863], [-3.26645, 0.89438, -2.35313], [-3.27228, 2.29749, 0.22199], [1.45931, -1.94676, 0.89066], [0.96283, -2.44373, 2.58474], [0.97558, -3.49430, 0.04172], [3.75372, -1.78694, 0.10717], [3.53511, -3.26012, 1.12050], [3.67275, -1.63669, 1.86770], [3.27705, -2.19392, 1.00940], [1.20281, -3.43996, -1.02849], [1.53548, -4.32989, 0.48348], [1.58031, -3.30128, 2.88782], [-0.09749, -2.71820, 2.60722], [-0.09868, -3.68278, 0.15295], [1.11171, -1.61429, 3.28583], [-1.42201, -0.09814, 1.95997], [-2.21887, -0.84585, 2.34152], [-1.13395, 1.32742, 3.72072], [-0.32695, 2.20685, 3.37799], [0.03810, 3.34114, 4.10296], [1.17683, 3.97585, 3.49024], [0.95906, 3.48115, 2.05746], [1.22866, 4.06579, 0.99820], [0.34180, 2.26568, 2.14871], [1.17690, 5.49788, 3.70672], [0.81764, 6.39444, 2.70028], [1.11631, 7.75765, 2.83355], [1.69661, 8.24287, 4.00954], [1.84319, 7.37387, 5.10159], [1.60437, 6.00087, 4.94643], [2.53941, 3.37637, 3.89576], [3.69370, 4.07233, 3.51218], [4.96456, 3.53742, 3.73958], [5.09270, 2.28896, 4.35872], [3.94193, 1.57860, 4.72676], [2.66383, 2.11193, 4.48017], [-0.17682, 3.41914, 5.09633], [0.33535, 6.02976, 1.79002], [0.94858, 8.42394, 1.99360], [2.02116, 9.27981, 4.09321], [2.21055, 7.73370, 6.06638], [1.78482, 5.29796, 5.77392], [3.60838, 5.05576, 3.03958], [5.84483, 4.11130, 3.45813], [6.08406, 1.89116, 4.59105], [4.02241, 0.61190, 5.24182], [1.77023, 1.53437, 4.74396]],
  "forces_ev_per_angstrom": [[1.604, 0.616, -1.431], [-5.696, -2.376, 3.759], [-0.146, 0.186, 0.633], [-0.448, 0.277, 0.061], [-0.010, -0.448, 0.336], [4.577, 1.659, -3.767], [-0.465, 0.007, 0.086], [1.749, 1.407, 0.329], [-1.020, 2.120, -0.536], [-0.292, -0.361, 0.425], [0.789, -0.491, 0.069], [-0.019, -0.247, 0.142], [0.323, -0.309, 0.227], [-0.121, 0.279, 0.010], [-0.059, 0.184, 0.004], [-0.043, -0.156, -0.177], [-0.274, -0.295, -0.416], [-0.089, -0.532, -0.424], [0.233, -0.451, 0.254], [-0.070, 0.144, -0.049], [0.010, 0.324, -0.042], [0.456, -1.632, 0.974], [-0.110, 0.226, 0.115], [-0.229, 0.100, -0.536], [-0.043, -0.225, 0.272], [-0.303, 0.386, 0.003], [-0.122, -0.073, -0.166], [0.280, 0.524, -0.393], [0.151, -0.186, 0.132], [-0.225, 0.206, -0.157], [-0.239, 0.245, 0.001], [0.199, -0.012, 0.049], [0.137, -0.049, 0.080], [0.039, -0.201, -0.001], [-2.952, -2.723, 1.684], [2.365, 2.421, -1.063], [0.934, 0.676, -0.648], [0.000, 0.762, 1.142], [-0.849, -2.073, 0.000], [0.279, 1.256, 0.142], [0.559, 1.760, -1.318], [-0.135, -1.652, 1.493], [-0.872, -0.846, -0.453], [-0.150, 0.100, 0.054], [0.104, 0.178, -0.075], [0.189, -0.231, 0.309], [-0.247, -0.490, 0.156], [0.120, -0.397, -0.088], [0.066, 0.125, -0.218], [0.392, -0.198, -0.281], [0.261, 0.002, 0.019], [-0.411, -0.187, 0.177], [-0.284, 0.037, 0.141], [-0.180, 0.095, 0.022], [0.310, 0.024, -0.076], [0.083, -0.087, -0.461], [0.421, 0.233, 0.273], [-0.082, -0.047, 0.138], [-0.241, -0.245, -0.026], [-0.132, -0.032, -0.395], [0.084, 0.455, -0.363], [-0.023, -0.374, 0.172], [-0.167, -0.161, 0.047], [-0.374, 0.088, -0.142], [0.034, 0.460, -0.284], [0.372, 0.223, 0.055]],
  "mulliken_charge": [-0.364, 0.790, 0.431, 0.047, 0.133, -0.141, -0.173, 0.127, 0.977, -1.233, -1.053, 0.431, 0.412, 0.361, 0.412, 0.213, 0.200, -1.256, 0.490, 0.415, 0.384, 0.950, -1.324, -1.368, 0.355, 0.415, 0.372, -1.221, 0.371, 0.451, 0.417, 0.395, 0.345, 0.365, 0.385, -0.233, -0.733, -0.351, -0.141, 3.212, -0.815, -0.662, 0.692, -0.578, -0.228, -0.754, -0.534, -0.753, -0.009, -0.477, -0.173, -0.913, -0.473, -0.885, -0.293, 0.368, 0.344, 0.399, 0.415, 0.380, 0.409, 0.459, 0.443, 0.436, 0.436, 0.501]
}


{
  "formula": "C24H32IrNO",
  "method": "wB97M-V/def2-TZVPD",
  "e_tot_ev": -31773.6093,
  "homo_ev": [0.3, -5.4],
  "total_charge": -1,
  "relative_energy_ev": 0.0000,
  "homo_lumo_gap_ev": [1.9, 6.4],
  "multiplicity": 6,
  "elements": ["Ir", "C", "C", "C", "H", "C", "C", "H", "H", "H", "H", "C", "C", "C", "H", "C", "C", "H", "H", "H", "H", "O", "C", "C", "C", "C", "C", "H", "H", "H", "H", "H", "H", "H", "H", "H", "H", "C", "N", "C", "C", "C", "C", "C", "C", "C", "C", "H", "H", "H", "H", "H", "H", "H", "H", "H", "H", "H", "H"],
  "coordinates": [[-0.06025, 0.83620, 0.54944], [-2.05055, 0.81877, 0.56614], [-1.63789, 0.37336, -0.78564], [-1.70050, -1.06712, -0.75663], [-1.64042, 1.01732, -1.66207], [-1.94543, -1.49639, 0.55761], [-2.05674, -0.36623, 1.40904], [-2.19485, -0.36027, 2.49291], [-2.56535, 1.74738, 0.77080], [-1.67293, -1.70238, -1.63463], [-2.09636, -2.52809, 0.87272], [1.96633, 1.54696, 1.10749], [1.22518, 1.17685, 2.28059], [0.94985, -0.23418, 2.19601], [0.90950, 1.84798, 3.07541], [1.48032, -0.70852, 0.95114], [2.10328, 0.38982, 0.27420], [2.56800, 0.34320, -0.70434], [2.33624, 2.53976, 0.87502], [0.41672, -0.83751, 2.92627], [1.43538, -1.72375, 0.58915], [0.84607, -1.25517, -2.00814], [1.26541, -2.64561, -2.20112], [0.80438, -2.63366, -3.67505], [0.50802, -3.58969, -1.29287], [2.76697, -2.75953, -2.01975], [0.41124, -1.18369, -3.39622], [-0.03539, -3.29808, -3.88412], [1.61641, -2.73674, -4.39423], [0.98041, -0.42896, -3.95788], [-0.66613, -0.98791, -3.46100], [0.96777, -4.58532, -1.34161], [-0.54001, -3.67154, -1.60371], [0.55236, -3.23966, -0.25429], [3.11438, -3.74270, -2.35911], [3.01493, -2.65970, -0.95852], [3.29201, -1.98204, -2.58441], [1.80807, 4.60664, -3.33370], [1.95217, 3.49228, -2.44378], [3.06454, 3.53840, -1.54349], [0.78742, 2.69641, -2.14025], [-0.18732, 3.35400, -1.19952], [-0.89309, 4.49277, -1.60466], [-1.58614, 5.27029, -0.67398], [-1.48615, 4.94504, 0.68208], [-0.89686, 3.73269, 1.07235], [-0.42766, 2.86845, 0.08688], [2.80398, 4.88831, -3.70301], [1.36689, 5.48909, -2.83309], [1.16861, 4.32965, -4.18217], [2.83624, 4.10979, -0.62233], [3.38013, 2.52882, -1.24906], [3.90307, 4.03992, -2.05131], [0.27364, 2.49751, -3.09760], [1.11641, 1.73174, -1.71753], [-0.87555, 4.75976, -2.66247], [-2.16048, 6.14276, -1.00341], [-1.87164, 5.62198, 1.44644], [-0.83608, 3.43589, 2.12092]],
  "forces_ev_per_angstrom": [[-1.103, -0.245, -1.973], [-1.718, -0.314, -0.483], [-2.222, -0.769, 0.297], [-0.313, 0.308, -0.475], [-0.101, -0.245, 0.124], [-0.075, -0.033, 0.500], [-0.854, -0.181, -0.338], [-0.043, 0.003, -0.535], [0.061, -0.101, 0.179], [0.206, 0.073, 0.254], [0.270, 0.250, -0.057], [1.730, 0.052, 0.808], [0.932, -0.276, 0.703], [1.090, -0.132, 0.538], [0.176, -0.298, -0.138], [1.299, -0.007, 0.711], [0.694, -0.407, 0.684], [-0.114, -0.042, 0.235], [-0.242, -0.277, 0.110], [0.092, 0.270, -0.213], [-0.134, 0.199, 0.032], [0.091, -0.467, -1.006], [0.235, 0.080, -0.063], [0.092, 0.224, 0.284], [0.014, -0.182, 0.043], [0.029, -0.123, 0.134], [-0.032, 0.309, 0.283], [0.200, -0.003, -0.130], [-0.145, -0.203, -0.042], [-0.242, -0.093, 0.162], [0.192, 0.174, -0.025], [-0.135, 0.112, 0.005], [0.189, 0.027, 0.212], [-0.129, -0.149, -0.268], [-0.029, 0.123, 0.038], [0.091, 0.054, -0.099], [-0.104, -0.093, 0.074], [-0.049, 0.250, 0.362], [0.525, -0.654, -0.958], [-0.191, 0.292, 0.367], [-0.269, -0.191, -0.271], [-1.043, 0.294, 0.300], [-0.036, 0.148, -0.006], [0.171, 0.011, -0.129], [0.127, -0.166, 0.408], [-0.838, 0.643, -0.696], [1.823, 1.720, 0.361], [-0.244, 0.000, -0.064], [0.056, 0.011, -0.268], [0.094, 0.088, 0.111], [0.217, -0.067, -0.063], [-0.057, 0.171, -0.056], [-0.161, -0.213, 0.213], [0.182, -0.102, 0.096], [-0.119, 0.264, -0.230], [-0.096, 0.154, 0.190], [0.284, -0.272, 0.169], [-0.023, -0.126, -0.227], [-0.299, 0.130, -0.172]],
  "mulliken_charge": [-1.717, -0.098, -0.788, -0.630, 0.870, -0.757, -0.348, 0.169, 0.770, 0.647, 0.368, -0.119, 0.287, -0.200, 0.226, -0.155, -0.890, 0.580, 0.394, 0.165, 0.560, -0.021, 1.308, -0.897, -1.458, -1.706, -0.513, 0.309, 0.362, 0.259, 0.264, 0.520, 0.378, 0.104, 0.448, 0.333, 0.400, -1.106, 0.268, -0.892, 0.116, 0.915, -0.576, -0.660, -0.999, 0.816, -0.786, 0.395, 0.343, 0.264, 0.289, 0.196, 0.361, 0.430, -1.269, 0.448, 0.381, 0.319, 0.322]
}


{
  "formula": "C24H32N2O2",
  "method": "wB97M-V/def2-TZVPD",
  "smiles": "C=CCOc1ccccc1CN1CCN(CCc2ccccc2)[C@@H](CCO)C1",
  "e_tot_ev": -32481.3822,
  "homo_ev": -7.6,
  "relative_energy_ev": 3.5148,
  "homo_lumo_gap_ev": 8.5,
  "multiplicity": 1,
  "elements": ["C", "C", "C", "O", "C", "C", "C", "C", "C", "C", "C", "N", "C", "C", "N", "C", "C", "C", "C", "C", "C", "C", "C", "C", "C", "C", "O", "C", "H", "H", "H", "H", "H", "H", "H", "H", "H", "H", "H", "H", "H", "H", "H", "H", "H", "H", "H", "H", "H", "H", "H", "H", "H", "H", "H", "H", "H", "H", "H", "H"],
  "coordinates": [[3.33818, 1.36055, -2.19192], [3.53755, 2.52362, -1.60269], [3.32069, 2.82285, -0.14582], [2.82849, 1.75893, 0.63144], [3.64759, 0.71315, 0.95380], [4.97220, 0.59985, 0.54546], [5.72482, -0.50206, 0.91254], [5.16865, -1.50465, 1.68464], [3.85353, -1.38975, 2.09915], [3.08349, -0.29181, 1.75285], [1.65934, -0.20081, 2.23821], [0.88555, -1.33048, 1.74720], [-0.38470, -1.54431, 2.41327], [-1.51239, -0.67823, 1.83525], [-1.70564, -0.89708, 0.40651], [-2.34517, -2.16982, 0.10675], [-3.04579, -2.18114, -1.25984], [-3.97932, -1.02166, -1.47710], [-4.94160, -0.68069, -0.53406], [-5.79384, 0.38705, -0.74826], [-5.70185, 1.12917, -1.91263], [-4.75902, 0.78978, -2.86563], [-3.90747, -0.27860, -2.64831], [-0.45467, -0.66780, -0.32459], [-0.18684, 0.83461, -0.49629], [-1.33707, 1.55708, -1.20307], [-2.47093, 1.70052, -0.39080], [0.74082, -1.42737, 0.30649], [3.50553, 1.22526, -3.24631], [3.00730, 0.49192, -1.64721], [3.87567, 3.38234, -2.16771], [4.24723, 3.22881, 0.28880], [2.54961, 3.59858, -0.06128], [5.42141, 1.35889, -0.07550], [6.75132, -0.57224, 0.58420], [5.75484, -2.36674, 1.96413], [3.39927, -2.16227, 2.70063], [1.66288, -0.27613, 3.33132], [1.24765, 0.77899, 1.96760], [-0.64327, -2.60322, 2.29185], [-0.26714, -1.34668, 3.48048], [-1.27861, 0.37825, 1.98549], [-2.45233, -0.88691, 2.35201], [-1.64250, -3.01766, 0.13323], [-3.09311, -2.34370, 0.88385], [-2.30322, -2.19650, -2.06007], [-3.61059, -3.11658, -1.32595], [-5.02994, -1.25535, 0.37627], [-6.53309, 0.64109, -0.00265], [-6.36348, 1.96642, -2.07699], [-4.68248, 1.35997, -3.77998], [-3.17789, -0.54173, -3.40261], [-0.59466, -1.07611, -1.33225], [0.72213, 0.95877, -1.08553], [-0.02843, 1.32127, 0.46380], [-1.59456, 1.02318, -2.13038], [-1.02589, 2.57180, -1.46837], [-2.70442, 0.80797, -0.08537], [0.62318, -2.49507, 0.07914], [1.67100, -1.09527, -0.15579]],
  "forces_ev_per_angstrom": [[-0.031, -0.051, -0.090], [-0.082, 0.068, 0.290], [0.062, 0.253, -0.111], [-0.028, -0.245, -0.009], [0.096, -0.320, 0.271], [-0.017, 0.275, -0.088], [-0.008, -0.013, 0.018], [0.062, -0.111, 0.043], [0.066, 0.122, -0.071], [-0.046, 0.339, -0.098], [-0.059, 0.117, 0.019], [-0.029, 0.019, 0.105], [-0.217, 0.068, -0.069], [0.202, -0.116, 0.264], [-0.184, -0.046, 0.022], [-0.024, -0.135, -0.207], [0.076, -0.040, 0.226], [0.038, -0.056, -0.148], [0.018, -0.013, -0.017], [-0.071, 0.006, 0.079], [-0.046, 0.077, -0.068], [-0.047, 0.065, -0.056], [-0.023, -0.076, 0.031], [0.478, 0.217, -0.045], [-0.433, -0.101, -0.219], [0.345, -0.041, 0.010], [-0.336, 0.179, 0.273], [-0.244, -0.219, -0.256], [0.046, 0.052, -0.215], [-0.055, -0.123, 0.170], [0.058, 0.072, -0.148], [-0.122, -0.045, -0.009], [0.186, -0.046, 0.009], [0.006, 0.056, -0.053], [0.078, -0.004, -0.033], [0.051, -0.077, 0.029], [-0.078, -0.102, 0.070], [-0.031, 0.072, -0.065], [0.013, -0.090, 0.145], [-0.068, 0.023, 0.086], [-0.004, -0.050, 0.015], [-0.044, 0.014, 0.066], [-0.007, 0.053, -0.007], [-0.111, 0.017, 0.079], [0.052, -0.054, 0.009], [-0.037, -0.052, -0.026], [0.099, -0.034, -0.061], [0.001, -0.067, 0.131], [-0.055, 0.025, 0.063], [-0.048, 0.074, -0.006], [0.005, 0.053, -0.068], [0.089, -0.029, -0.034], [0.022, 0.013, 0.031], [0.102, 0.009, 0.033], [0.097, 0.058, 0.045], [0.083, 0.056, -0.030], [0.021, -0.098, -0.077], [0.070, 0.010, -0.059], [0.050, 0.053, -0.092], [0.018, -0.057, -0.097]],
  "mulliken_charge": [-0.724, -0.043, -0.781, -0.359, 0.711, -0.402, -0.655, -0.775, -0.285, -0.098, -0.631, 0.186, -1.164, -0.885, 0.689, -1.002, -1.453, 0.689, -0.107, -0.683, -0.475, -0.533, -0.480, 0.242, -0.116, -0.591, -0.658, -1.856, 0.315, 0.111, 0.400, 0.491, 0.451, 0.385, 0.401, 0.392, 0.438, 0.572, 0.246, 0.411, 0.536, 0.349, 0.617, 0.245, 0.656, 0.417, 0.488, 0.323, 0.399, 0.388, 0.383, 0.421, 0.486, -0.215, -0.011, 0.153, 0.586, 0.343, 0.356, 0.703]
}